ORCA calculation (the ωB97M-V functional and the def2-TZVPD basis) on C13H9N5O2 in the gas phase.

Geometry as XYZ:
```
29
Properties=species:S:1:pos:R:3:lowdin_charge:R:1
H -2.53523 0.40682 -0.40889 0.03
N -1.56824 0.68214 -0.35064 0.16
C -0.69641 -0.20638 0.03424 -0.30
C -1.18124 -1.49517 0.46395 -0.09
C -2.54899 -1.92002 0.37018 0.00
C -2.92439 -3.16603 0.87400 -0.08
C -1.97432 -4.00409 1.47246 -0.07
C -0.60836 -3.62418 1.49785 0.00
C -0.22255 -2.37409 0.99511 -0.24
N 1.09999 -1.99144 1.11079 0.08
N 1.52663 -0.82700 0.70069 0.11
N 0.66334 0.07595 0.11526 -0.02
C 1.19599 1.33468 -0.23311 -0.14
C 1.79004 2.00655 0.84969 0.01
C 2.22445 3.31776 0.67208 -0.06
C 2.22586 3.88280 -0.58643 -0.05
C 1.64026 3.19233 -1.67991 0.03
C 1.10035 1.89092 -1.53558 -0.10
N 0.61385 1.17028 -2.65167 -0.31
O -0.11319 1.77218 -3.46899 0.08
O 1.00112 -0.01373 -2.79211 0.08
H -3.28621 -1.26618 -0.08280 0.10
H -3.98265 -3.47772 0.95055 0.11
H -2.30171 -4.98528 1.88538 0.12
H 0.18829 -4.24905 1.91144 0.11
H 1.81052 1.50218 1.78348 0.11
H 2.57223 3.84261 1.53524 0.10
H 2.62318 4.85750 -0.80189 0.10
H 1.66738 3.66566 -2.63038 0.11
```

Its SMILES is [H]/N=c1\c2ccccc2nnn1-c1ccccc1[N+](=O)[O-]. For the HOMO-LUMO gap, the calculation gives 7.99 eV. As for the lowest unoccupied orbital energy: -0.737 eV. The total charge is 0. Its energy above the lowest of the compared OMol25 structures with the same formula, charge and spin is 0.00 kcal per mole.

---

ORCA calculation (the ωB97M-V functional and the def2-TZVPD basis) on 5 unconnected molecules or ions with the total composition C2H12O5.

Geometry as XYZ:
```
19
Properties=species:S:1:pos:R:3:lowdin_charge:R:1
C 1.26475 1.00452 -0.21181 -0.05
C 0.13156 1.89562 -0.58540 -0.30
O -0.48839 2.48367 0.25997 0.02
H 1.21516 0.58832 0.79272 0.08
H 1.51477 0.17653 -0.87251 0.05
H 2.11846 1.70331 -0.23121 0.09
H -0.06706 2.02075 -1.65758 0.11
O -0.05841 -0.23766 -2.80543 -0.07
H 0.41133 -0.96714 -2.34746 0.01
H 0.35341 -0.19129 -3.66096 0.03
O -1.05409 1.08067 2.56046 -0.06
H -1.34918 1.29245 3.45413 0.05
H -1.15702 1.96289 2.20120 0.02
O -1.20883 -1.73448 1.43213 -0.04
H -0.95149 -2.26769 2.15982 0.03
H -1.08336 -0.82563 1.77103 0.02
O 0.42236 -2.42929 -0.90275 -0.05
H -0.17019 -2.26249 -0.16357 0.00
H 0.15621 -3.29304 -1.19279 0.04
```

Its SMILES is CC=O.O.O.O.O. For the HOMO-LUMO gap, the calculation gives 10.31 eV. As for the lowest unoccupied orbital energy: 0.669 eV. The total charge is 0. Its energy above the lowest of the compared OMol25 structures with the same formula, charge and spin is 1.77 kcal per mole.

---

ORCA calculation (the ωB97M-V functional and the def2-TZVPD basis) on 2 unconnected molecules or ions with the total composition C10H16O.

Geometry as XYZ:
```
27
Properties=species:S:1:pos:R:3:lowdin_charge:R:1
C -1.42816 0.57811 -2.95964 -0.07
C -0.12083 0.49217 -2.24478 -0.30
C 0.02263 1.21930 -1.07489 -0.10
C 1.26629 1.42042 -0.51525 -0.05
C 2.24540 0.49055 -0.85854 -0.33
O 3.30606 0.65898 0.00751 -0.01
C 2.20062 -0.40797 -1.97117 0.00
C 0.92552 -0.39419 -2.57788 -0.04
H -1.72756 -0.31403 -3.46007 0.05
H -1.23362 1.28025 -3.86614 0.11
H -2.31541 0.99658 -2.41615 0.09
H -0.87632 1.93594 -0.78056 0.16
H 1.59529 2.15367 0.19592 0.12
H 4.05908 0.08298 -0.44340 0.16
H 3.12769 -0.81620 -2.35681 0.11
H 0.75690 -1.12602 -3.33740 0.10
C -1.54680 -1.68001 3.36332 -0.11
C -0.47018 -0.66396 2.92399 -0.24
C -1.00783 0.11861 1.68114 -0.09
H -2.02845 -1.34481 4.23157 0.03
H -1.15766 -2.67540 3.65196 0.07
H -2.37736 -1.79243 2.55178 0.10
H -0.06547 0.06935 3.52373 0.07
H 0.34420 -1.20856 2.63058 0.06
H -1.82778 -0.39138 1.13179 0.09
H -1.47464 0.90033 1.94117 -0.01
H -0.19162 0.41771 1.02823 0.04
```

Its SMILES is Cc1ccc(O)cc1.CCC. For the HOMO-LUMO gap, the calculation gives 9.02 eV. As for the lowest unoccupied orbital energy: 0.809 eV. The total charge is 0. Its energy above the lowest of the compared OMol25 structures with the same formula, charge and spin is 77.84 kcal per mole.

---

ORCA calculation (the ωB97M-V functional and the def2-TZVPD basis) on a molecular structure, C24H26AuF5N4.

Geometry as XYZ:
```
60
Properties=species:S:1:pos:R:3:lowdin_charge:R:1
Au 0.50887 -0.02486 -0.91366 1.28
C -3.02799 -1.86266 -1.08533 -0.20
C -2.35912 -1.44297 0.22531 -0.19
C -1.13389 -2.29832 0.59670 -0.23
N 0.01102 -1.46524 0.82961 -0.04
C 1.05671 -1.79085 1.53626 -0.24
C 1.18652 -3.02259 2.23634 -0.02
C 1.96949 -3.34355 3.31848 -0.09
C 2.81623 -2.53059 4.06502 -0.12
C 3.19012 -1.22211 3.78590 -0.10
C 2.91321 -0.46739 2.67148 -0.03
C 2.11555 -0.75900 1.53631 -0.23
N 2.21145 -0.08665 0.42219 -0.08
C 3.06110 1.05425 0.23351 -0.23
C 2.44563 2.36350 0.78372 -0.15
C 0.94336 2.31571 1.09695 -0.23
N 0.15053 1.93161 -0.04106 -0.04
C -1.06711 2.37386 -0.24091 -0.23
C -1.78924 3.15510 0.70535 -0.02
C -2.89375 3.96047 0.54787 -0.08
C -3.54320 4.32237 -0.62993 -0.10
C -3.36044 3.74425 -1.87787 -0.08
C -2.63428 2.62316 -2.21298 -0.02
C -1.71964 1.85308 -1.45305 -0.24
N -1.35243 0.64198 -1.80634 -0.07
C -2.10422 -0.12849 -2.75569 -0.23
C -2.19937 -1.60093 -2.34588 -0.19
H -3.98668 -1.34187 -1.17141 0.11
H -3.24754 -2.93486 -1.03410 0.11
H -3.10196 -1.50318 1.02326 0.11
H -2.04758 -0.40309 0.15559 0.07
H -0.89463 -2.99226 -0.21629 0.11
H -1.36561 -2.90394 1.48045 0.11
H 0.53739 -3.80936 1.87569 0.10
H 1.87310 -4.35947 3.68162 0.10
H 3.24481 -2.96497 4.95805 0.09
H 3.84143 -0.75419 4.51691 0.10
H 3.39686 0.49963 2.63558 0.09
H 3.20592 1.15576 -0.84091 0.09
H 4.04816 0.88458 0.67589 0.12
H 2.62191 3.16024 0.06072 0.11
H 2.94529 2.64621 1.71155 0.10
H 0.66646 3.31663 1.45484 0.12
H 0.76023 1.59886 1.91156 0.12
H -1.41047 3.08290 1.71644 0.10
H -3.26661 4.42328 1.45478 0.11
H -4.27132 5.12063 -0.56483 0.10
H -3.93541 4.18071 -2.68458 0.11
H -2.74953 2.29237 -3.23708 0.11
H -1.61957 -0.08382 -3.73707 0.12
H -3.11898 0.27156 -2.85064 0.12
H -1.19851 -1.99721 -2.21344 0.06
H -2.66183 -2.14113 -3.17574 0.12
F 0.94160 -1.51751 -3.56927 0.03
C 1.35420 -1.61761 -2.25670 -0.37
F 0.96609 -2.89260 -1.88127 0.02
C 2.88274 -1.67001 -2.28125 -0.61
F 3.41964 -0.46755 -2.54205 0.13
F 3.40272 -2.51120 -3.18953 0.15
F 3.37259 -2.06068 -1.09508 0.14
```

For the HOMO-LUMO gap (spin up / spin down), the calculation gives 5.41 / 5.41 eV. As for the lowest unoccupied orbital energy (spin up / spin down): -1.365 / -1.366 eV. The total charge is 0. Its energy above the lowest of the compared OMol25 structures with the same formula, charge and spin is 25.52 kcal per mole.

---

ORCA calculation (the ωB97M-V functional and the def2-TZVPD basis) on 2 unconnected molecules or ions with the total composition C2H7PSi.

Geometry as XYZ:
```
11
Properties=species:S:1:pos:R:3:lowdin_charge:R:1
C -0.81509 0.55701 -0.33440 -0.27
C 0.13789 0.37051 0.70607 -0.52
Si 1.65342 -0.61376 -0.04269 0.66
P -3.12828 -0.38304 -0.00055 0.58
H -0.71888 1.31388 -1.08609 0.00
H -0.25987 -0.20893 1.53426 0.05
H 0.55838 1.30939 1.08267 0.06
H 2.72398 0.35966 -0.28107 -0.09
H 1.27417 -1.25263 -1.29971 -0.08
H 2.06381 -1.58632 0.96824 -0.09
H -3.48953 0.13422 -1.24672 -0.30
```

For the HOMO-LUMO gap (spin up / spin down), the calculation gives 6.55 / 8.81 eV. As for the lowest unoccupied orbital energy (spin up / spin down): -0.949 / 0.128 eV. The total charge is 0. Its energy above the lowest of the compared OMol25 structures with the same formula, charge and spin is 69.05 kcal per mole.

---

ORCA calculation (the ωB97M-V functional and the def2-TZVPD basis) on 2 unconnected molecules or ions with the total composition C3H6N3P.

Geometry as XYZ:
```
13
Properties=species:S:1:pos:R:3:lowdin_charge:R:1
C 1.39973 0.80020 -0.86455 -0.06
C 0.97357 -0.52896 -0.63438 -0.20
C 1.05996 1.42779 0.32559 -0.13
N 0.49755 -0.67701 0.58236 -0.02
N 0.50369 0.53992 1.15850 -0.03
N -2.12662 -1.19115 -0.11074 -0.53
P -2.69333 0.29870 -0.15331 0.47
H 1.92458 1.08728 -1.77365 0.09
H 0.76158 -1.35822 -1.20597 0.07
H 0.21820 0.75058 2.10006 0.15
H -1.97992 -1.66835 0.82713 0.03
H -1.80783 -1.86623 -0.87966 0.06
H 1.26886 2.38544 0.62863 0.08
```

For the HOMO-LUMO gap (spin up / spin down), the calculation gives 6.82 / 6.82 eV. As for the lowest unoccupied orbital energy (spin up / spin down): 0.107 / 0.108 eV. The total charge is 0. Its energy above the lowest of the compared OMol25 structures with the same formula, charge and spin is 68.29 kcal per mole.

---

Question: The lowest energy above the lowest of the compared OMol25 structures with the same formula, charge and spin belongs to which entry?
Answer: C13H9N5O2